w.
128
Properties=species:S:1:pos:R:3:mulliken_spin:R:1 method="wB97M-V/def2-TZVPD" charge=+1 multiplicity=6 orbital_gap_ha="0.301 / 0.286" s_squared=8.75 lumo_energy_ev="-2.4729 / -2.8802"
Mn -1.463 1.970 0.345 4.85
C 1.595 -1.209 -0.971 0.00
F 1.817 -0.692 -2.189 0.00
F 1.853 -2.498 -1.030 0.00
F 2.371 -0.599 -0.082 0.00
S -0.151 -1.011 -0.508 0.02
O -0.172 -1.434 0.875 0.00
O -0.473 0.417 -0.656 -0.12
O -0.925 -1.793 -1.410 0.00
C -4.527 1.288 -3.026 0.00
C -3.098 1.528 -2.619 0.03
C -2.420 2.446 -3.605 0.01
O -1.060 2.651 -3.393 0.00
C -0.255 1.531 -3.770 0.00
N -3.018 2.118 -1.219 0.10
H -5.065 0.644 -2.326 0.00
H -4.615 0.876 -4.032 0.00
H -5.097 2.231 -3.069 0.00
H -2.572 0.571 -2.567 -0.01
H -2.876 3.443 -3.524 0.00
H -2.586 2.143 -4.645 0.00
H -0.301 1.384 -4.858 0.00
H -0.588 0.602 -3.299 0.00
H 0.772 1.725 -3.484 0.00
H -3.787 1.656 -0.698 -0.07
H -3.402 3.071 -1.287 0.01
C 1.934 4.507 -0.868 0.00
C 1.048 3.368 -0.405 0.00
C 1.213 3.146 1.086 0.00
O 0.283 2.152 1.554 0.04
C 0.632 1.720 2.881 0.01
N -0.391 3.580 -0.711 0.06
H 1.965 4.576 -1.956 0.00
H 2.968 4.416 -0.525 0.00
H 1.576 5.462 -0.462 0.00
H 1.375 2.433 -0.872 0.01
H 1.032 4.088 1.634 -0.01
H 2.250 2.883 1.313 -0.01
H -0.137 1.045 3.233 -0.01
H 0.650 2.587 3.551 0.00
H 1.618 1.260 2.875 0.00
H -0.536 3.515 -1.731 -0.01
H -0.646 4.542 -0.474 0.01
C -0.112 -1.720 4.719 0.00
C 0.108 -3.182 4.354 0.00
C -1.202 -3.923 4.282 0.00
O -1.949 -3.666 5.437 0.00
C -3.221 -4.286 5.426 0.00
N 0.709 -3.328 3.002 0.00
H 0.832 -1.180 4.718 0.00
H -0.603 -1.631 5.695 0.00
H -0.831 -1.263 4.023 0.00
H 0.791 -3.631 5.075 0.00
H -1.005 -4.996 4.189 0.00
H -1.731 -3.565 3.382 0.00
H -3.205 -5.286 4.967 0.00
H -3.956 -3.703 4.840 0.00
H -3.581 -4.377 6.447 0.00
H 0.219 -2.684 2.380 0.00
H 1.669 -2.994 3.007 0.00
C -3.395 -1.886 1.551 0.01
C -3.389 -0.451 1.056 -0.01
C -4.736 0.178 1.294 0.00
O -4.813 1.390 0.569 0.01
C -6.104 1.970 0.619 0.00
N -2.289 0.378 1.654 0.03
H -3.516 -1.917 2.643 0.00
H -2.420 -2.355 1.394 0.00
H -4.150 -2.464 1.028 0.00
H -3.224 -0.482 -0.029 0.03
H -4.890 0.371 2.365 0.00
H -5.497 -0.507 0.907 0.00
H -6.072 2.904 0.056 0.00
H -6.403 2.212 1.644 0.00
H -6.855 1.323 0.153 0.00
H -1.448 -0.228 1.657 -0.02
H -2.496 0.431 2.659 0.02
C 4.930 -0.079 -4.672 0.00
C 5.817 -0.531 -3.520 0.00
C 5.085 -1.106 -2.390 0.00
O 5.964 -1.425 -1.341 0.00
C 5.307 -2.160 -0.328 0.00
N 6.851 -1.458 -4.008 0.00
H 4.321 -0.903 -5.048 0.00
H 5.556 0.336 -5.461 0.00
H 4.245 0.733 -4.399 0.00
H 6.292 0.393 -3.125 0.00
H 4.420 -1.938 -2.691 0.00
H 4.344 -0.349 -2.057 0.00
H 6.030 -2.403 0.449 0.00
H 4.865 -3.086 -0.715 0.00
H 4.509 -1.571 0.139 0.00
H 7.452 -0.997 -4.683 0.00
H 7.463 -1.722 -3.240 0.00
C 5.216 2.051 0.290 0.00
C 5.063 2.487 1.752 0.00
C 6.287 2.254 2.602 0.00
O 5.863 2.091 3.927 0.00
C 6.933 1.773 4.798 0.00
N 4.558 3.873 1.778 0.00
H 5.596 1.030 0.246 0.00
H 5.870 2.699 -0.296 0.00
H 4.228 2.020 -0.174 0.00
H 4.275 1.813 2.124 0.00
H 6.958 3.123 2.486 0.00
H 6.837 1.361 2.267 0.00
H 7.413 0.838 4.492 0.00
H 6.504 1.646 5.790 0.00
H 7.669 2.583 4.834 0.00
H 5.275 4.428 1.312 0.00
H 4.509 4.209 2.738 0.00
C -4.485 -2.096 -4.361 0.00
C -3.845 -2.392 -3.045 0.00
C -4.781 -3.126 -2.116 0.00
O -5.754 -2.205 -1.645 0.00
C -6.715 -2.825 -0.838 0.00
N -2.668 -3.237 -3.234 0.00
H -3.786 -1.620 -5.060 0.00
H -5.355 -1.446 -4.264 0.00
H -4.782 -3.026 -4.855 0.00
H -3.595 -1.436 -2.547 0.00
H -4.241 -3.589 -1.279 0.00
H -5.309 -3.933 -2.644 0.00
H -7.542 -2.137 -0.654 0.00
H -6.309 -3.139 0.139 0.00
H -7.149 -3.722 -1.305 0.00
H -2.114 -2.842 -3.994 0.00
H -2.096 -3.034 -2.411 0.00


x.
128
Properties=species:S:1:pos:R:3:mulliken_spin:R:1 method="wB97M-V/def2-TZVPD" charge=+1 multiplicity=6 orbital_gap_ha="0.282 / 0.265" s_squared=8.75 lumo_energy_ev="-2.8096 / -3.2614"
Mn -15.393 -9.917 -7.145 4.87
C -16.008 -6.734 -10.403 0.01
F -15.845 -5.491 -10.759 0.00
F -17.051 -7.297 -11.010 0.00
F -14.919 -7.454 -10.700 0.00
S -16.275 -6.825 -8.517 0.03
O -17.684 -6.393 -8.320 0.01
O -15.951 -8.185 -8.121 -0.33
O -15.270 -5.902 -7.983 0.00
C -11.351 -8.758 -7.868 0.01
C -12.674 -9.242 -7.273 -0.02
C -13.299 -8.176 -6.411 0.02
O -14.577 -8.590 -5.923 0.06
C -15.011 -7.735 -4.849 0.01
N -13.555 -9.659 -8.374 0.09
H -10.738 -9.589 -8.217 0.00
H -10.822 -8.126 -7.154 0.00
H -11.484 -8.065 -8.699 0.00
H -12.411 -10.038 -6.576 -0.01
H -13.315 -7.267 -7.012 0.00
H -12.651 -7.865 -5.591 0.00
H -14.360 -7.819 -3.979 0.00
H -16.024 -8.024 -4.570 -0.01
H -15.030 -6.683 -5.136 0.00
H -13.096 -10.215 -9.082 0.01
H -13.659 -8.866 -8.991 0.01
C -16.219 -12.036 -10.921 0.00
C -16.544 -10.893 -9.864 0.04
C -17.982 -10.642 -9.819 -0.01
O -18.255 -9.691 -8.776 0.04
C -19.453 -8.964 -9.065 0.00
N -15.949 -11.422 -8.625 0.05
H -15.144 -12.160 -11.055 0.00
H -16.619 -11.837 -11.915 0.00
H -16.749 -12.936 -10.611 0.00
H -15.991 -9.982 -10.091 0.00
H -18.611 -11.498 -9.571 0.00
H -18.250 -10.308 -10.821 0.00
H -19.689 -8.356 -8.191 0.00
H -20.351 -9.565 -9.212 0.00
H -19.336 -8.281 -9.906 0.00
H -15.016 -11.778 -8.772 0.01
H -16.458 -12.284 -8.492 0.01
C -19.751 -6.606 -3.546 0.00
C -19.008 -6.253 -4.778 0.00
C -17.813 -5.321 -4.443 0.00
O -18.215 -4.248 -3.630 0.00
C -17.158 -3.490 -3.144 0.00
N -18.570 -7.403 -5.497 0.00
H -20.387 -5.764 -3.274 0.00
H -19.175 -6.967 -2.694 0.00
H -20.548 -7.310 -3.784 0.00
H -19.779 -5.779 -5.386 0.00
H -17.413 -5.013 -5.409 0.00
H -17.092 -5.939 -3.908 0.00
H -16.177 -3.683 -3.578 0.00
H -17.133 -3.672 -2.069 0.00
H -17.441 -2.440 -3.218 0.00
H -18.148 -7.172 -6.385 0.00
H -19.375 -7.964 -5.735 0.00
C -19.651 -2.833 -11.291 0.00
C -18.727 -3.708 -10.431 0.00
C -18.679 -3.269 -8.918 0.00
O -19.918 -3.374 -8.305 0.00
C -20.064 -2.978 -6.962 0.00
N -19.182 -5.086 -10.467 0.00
H -19.853 -3.266 -12.271 0.00
H -19.174 -1.857 -11.371 0.00
H -20.645 -2.729 -10.855 0.00
H -17.717 -3.591 -10.825 0.00
H -18.398 -2.220 -8.820 0.00
H -18.024 -3.959 -8.386 0.00
H -19.510 -3.589 -6.248 0.00
H -21.131 -3.000 -6.741 0.00
H -19.725 -1.950 -6.837 0.00
H -18.669 -5.651 -9.805 0.00
H -20.059 -5.172 -9.973 0.00
C -17.783 -10.639 -3.937 0.01
C -17.869 -11.006 -5.460 0.04
C -19.376 -11.230 -5.759 0.00
O -20.164 -9.987 -5.605 0.00
C -21.534 -10.091 -5.887 0.00
N -17.268 -9.822 -6.099 0.09
H -16.791 -10.317 -3.620 0.00
H -17.869 -11.565 -3.368 0.00
H -18.523 -9.949 -3.532 0.00
H -17.196 -11.840 -5.659 -0.01
H -19.874 -11.970 -5.132 0.00
H -19.394 -11.500 -6.815 0.00
H -21.796 -10.111 -6.945 0.00
H -21.894 -9.141 -5.493 0.00
H -21.916 -10.944 -5.328 0.00
H -17.866 -9.735 -6.909 -0.08
H -17.658 -9.003 -5.655 0.04
C -13.876 -7.611 -14.505 0.00
C -15.188 -7.151 -15.207 0.00
C -16.065 -6.277 -14.257 0.00
O -17.347 -6.229 -14.876 0.00
C -18.188 -5.344 -14.184 0.00
N -14.755 -6.386 -16.325 0.00
H -13.214 -6.786 -14.241 0.00
H -13.367 -8.373 -15.097 0.00
H -14.213 -8.112 -13.598 0.00
H -15.687 -8.062 -15.538 0.00
H -15.627 -5.312 -14.004 0.00
H -16.211 -6.812 -13.319 0.00
H -18.972 -5.050 -14.881 0.00
H -17.714 -4.384 -13.978 0.00
H -18.746 -5.693 -13.315 0.00
H -14.272 -6.984 -16.980 0.00
H -15.524 -5.928 -16.793 0.00
C -13.237 -2.767 -8.823 0.00
C -12.236 -3.869 -8.387 0.00
C -11.923 -3.905 -6.821 0.00
O -11.286 -2.666 -6.506 0.00
C -10.824 -2.552 -5.155 0.00
N -12.735 -5.091 -8.936 0.00
H -14.211 -2.998 -8.393 0.00
H -13.479 -2.625 -9.876 0.00
H -12.985 -1.758 -8.499 0.00
H -11.331 -3.804 -8.991 0.00
H -11.344 -4.788 -6.551 0.00
H -12.839 -3.893 -6.230 0.00
H -11.617 -2.550 -4.407 0.00
H -10.364 -1.576 -4.996 0.00
H -10.088 -3.327 -4.940 0.00
H -13.657 -5.284 -8.571 0.00
H -12.885 -4.910 -9.918 0.00


Which one sits at the bottom of the stability order? x does.


w.
10
Properties=species:S:1:pos:R:3:mulliken_charge:R:1 method="wB97M-V/def2-TZVPD" multiplicity=1 orbital_gap_ha=0.379 lumo_energy_ev=-0.2000
C 0.590 -0.710 0.396 -0.73
C 0.604 1.060 -0.579 0.18
O -1.656 -1.464 -0.780 -0.52
O -1.981 -0.090 1.182 -0.52
O -0.711 1.073 -0.765 -0.41
F 0.951 1.878 0.405 -0.22
S -1.158 -0.446 0.073 1.05
H 0.945 -1.650 -0.019 0.33
H 1.038 -0.498 1.304 0.36
H 1.379 0.848 -1.217 0.48


x.
10
Properties=species:S:1:pos:R:3:mulliken_charge:R:1 method="wB97M-V/def2-TZVPD" multiplicity=1 orbital_gap_ha="0.295 / 0.290" lumo_energy_ev="-2.6452 / -2.3240"
C -0.942 -0.826 -0.101 0.33
C -1.828 -1.610 -0.886 -0.78
O -0.451 0.292 -0.352 -0.47
O 2.808 0.476 0.577 -0.41
O 1.385 2.116 2.004 -0.41
F 2.121 2.777 -0.361 -0.26
S 1.774 1.505 0.728 1.06
H -0.539 -1.083 0.908 0.33
H -2.399 -2.482 -0.677 0.33
H -1.928 -1.165 -1.841 0.28


Which one sits at the bottom of the stability order? x does.


w.
11
Properties=species:S:1:pos:R:3:mulliken_charge:R:1 method="wB97M-V/def2-TZVPD" charge=+1 multiplicity=1 orbital_gap_ha=0.363 lumo_energy_ev=-5.3893
C -2.927 0.990 -1.497 0.25
C -0.052 -0.614 -0.098 0.17
N -3.711 1.668 -1.987 -0.25
N 0.780 -0.114 0.946 -0.47
N -2.206 -0.085 -1.063 -0.31
N -0.934 0.227 -0.545 -0.19
H 0.094 -1.759 -0.300 0.33
H 1.515 -0.924 1.104 0.33
H -1.009 1.574 -0.296 0.46
H -2.797 -0.301 -0.223 0.34
H 1.129 1.007 0.809 0.34


x.
11
Properties=species:S:1:pos:R:3:mulliken_charge:R:1 method="wB97M-V/def2-TZVPD" charge=+1 multiplicity=1 orbital_gap_ha="0.295 / 0.295" lumo_energy_ev="-6.1003 / -6.1021"
H -2.757 0.147 0.381 0.30
N -1.949 0.769 0.324 -0.32
N -1.620 1.255 -0.732 0.25
C -0.477 1.334 -1.276 -0.43
C 0.470 0.389 -0.706 0.29
N 0.070 -0.286 0.297 0.10
N 0.673 -1.051 1.135 -0.52
H -0.263 1.982 -2.105 0.39
H 1.430 0.309 -1.196 0.44
H 1.685 -1.118 1.177 0.24
H 0.109 -1.513 1.836 0.26


Which one sits at the bottom of the stability order? w does.


w.
52
Properties=species:S:1:pos:R:3:mulliken_charge:R:1 method="wB97M-V/def2-TZVPD" multiplicity=1 orbital_gap_ha=0.305 lumo_energy_ev=0.7095
C -2.597 2.513 -1.746 -0.92
C -3.019 2.235 -0.527 0.05
C -2.204 2.532 0.705 -1.06
N -1.060 1.644 0.871 0.18
C -1.352 0.318 1.373 -1.20
C -2.314 -0.415 0.473 0.09
C -3.599 -0.721 0.890 -0.21
C -4.487 -1.369 0.038 0.65
O -5.770 -1.711 0.356 -0.48
C -6.248 -1.396 1.640 -0.80
C -4.064 -1.700 -1.245 -0.92
C -2.781 -1.407 -1.666 -0.61
C -1.889 -0.770 -0.812 0.66
O -0.598 -0.454 -1.122 -0.18
C -0.117 -0.773 -2.403 -1.02
C 0.117 2.023 0.320 0.69
O 0.228 3.058 -0.328 -0.70
C 1.322 1.197 0.535 0.15
C 1.821 0.462 1.581 -1.08
C 3.113 0.014 1.200 0.75
C 4.094 -0.763 1.814 -1.23
C 5.268 -1.019 1.142 -0.29
C 5.494 -0.513 -0.149 0.99
O 6.637 -0.733 -0.869 -0.45
C 7.666 -1.496 -0.293 -0.87
C 4.535 0.263 -0.782 -0.92
C 3.355 0.523 -0.102 -0.02
N 2.261 1.235 -0.469 0.08
H -3.184 2.277 -2.618 0.31
H -1.643 2.985 -1.908 0.29
H -3.978 1.758 -0.371 0.35
H -2.821 2.452 1.603 0.38
H -1.796 3.545 0.631 0.55
H -1.773 0.405 2.382 0.32
H -0.422 -0.247 1.415 0.24
H -3.894 -0.439 1.889 0.42
H -6.245 -0.315 1.819 0.31
H -7.274 -1.760 1.670 0.24
H -5.665 -1.895 2.421 0.31
H -4.759 -2.193 -1.906 0.46
H -2.489 -1.681 -2.667 0.43
H 0.928 -0.464 -2.409 0.17
H -0.173 -1.848 -2.599 0.38
H -0.661 -0.230 -3.182 0.41
H 1.359 0.291 2.534 0.64
H 3.937 -1.161 2.805 0.42
H 6.022 -1.621 1.624 0.40
H 7.339 -2.519 -0.075 0.34
H 8.049 -1.034 0.623 0.35
H 8.460 -1.526 -1.037 0.25
H 4.727 0.647 -1.771 0.46
H 2.141 1.794 -1.298 0.24


x.
52
Properties=species:S:1:pos:R:3:mulliken_charge:R:1 method="wB97M-V/def2-TZVPD" multiplicity=1 orbital_gap_ha=0.328 lumo_energy_ev=0.7055
C -0.360 -4.994 1.018 -0.91
O -0.342 -3.663 1.475 -0.46
C 0.536 -2.789 0.903 0.64
C 0.538 -1.497 1.427 -0.67
C 1.363 -0.528 0.896 0.13
C 2.205 -0.822 -0.170 0.10
C 3.036 0.242 -0.864 -0.20
C 2.219 0.886 -2.024 -1.24
C 0.752 0.471 -1.944 0.34
O 0.341 -0.531 -2.484 -0.61
N -0.012 1.314 -1.199 0.05
C -1.323 1.125 -0.742 -0.09
C -2.004 2.230 -0.261 -0.74
C -3.300 2.089 0.236 0.63
O -3.887 3.234 0.680 -0.43
C -5.195 3.158 1.193 -0.85
C -3.894 0.838 0.254 -0.40
C -3.193 -0.274 -0.219 0.04
O -3.863 -1.453 -0.141 -0.49
C -3.187 -2.631 -0.519 -0.61
C -1.907 -0.137 -0.719 -0.37
N 3.563 1.226 0.051 0.36
C 2.932 2.304 0.592 -0.12
C 3.791 2.935 1.450 -0.86
C 4.994 2.207 1.437 -0.58
C 4.818 1.164 0.571 -0.56
C 2.218 -2.116 -0.668 -0.87
C 1.397 -3.097 -0.143 -0.39
H -1.117 -5.500 1.616 0.25
H -0.636 -5.054 -0.039 0.34
H 0.607 -5.483 1.171 0.38
H -0.127 -1.270 2.244 0.44
H 1.349 0.463 1.323 0.50
H 3.910 -0.254 -1.302 0.48
H 2.334 1.969 -2.001 0.49
H 2.602 0.516 -2.975 0.31
H 0.389 2.205 -0.945 0.22
H -1.557 3.212 -0.261 0.45
H -5.244 2.509 2.073 0.34
H -5.458 4.175 1.480 0.24
H -5.902 2.800 0.438 0.34
H -4.890 0.675 0.628 0.51
H -3.904 -3.438 -0.375 0.31
H -2.881 -2.599 -1.569 0.33
H -2.312 -2.801 0.113 0.20
H -1.348 -0.975 -1.093 0.68
H 1.923 2.565 0.341 0.26
H 3.581 3.819 2.020 0.48
H 5.882 2.428 1.996 0.45
H 5.496 0.384 0.286 0.37
H 2.866 -2.364 -1.496 0.35
H 1.429 -4.087 -0.567 0.44


Which one sits at the bottom of the stability order? w does.


w.
6
Properties=species:S:1:pos:R:3:mulliken_charge:R:1 method="wB97M-V/def2-TZVPD" multiplicity=1 orbital_gap_ha=0.432 lumo_energy_ev=0.0444
C 0.210 1.179 -0.231 0.17
N 0.464 2.274 -0.444 -0.32
Si -0.040 -0.613 0.103 0.22
H -0.963 -0.491 1.306 -0.04
H -0.835 -1.138 -1.492 0.00
H 1.164 -1.211 0.758 -0.03


x.
6
Properties=species:S:1:pos:R:3:mulliken_charge:R:1 method="wB97M-V/def2-TZVPD" multiplicity=1 orbital_gap_ha=0.453 lumo_energy_ev=0.7548
N 3.291 -0.090 0.030 -0.36
C 2.125 -0.004 -0.027 0.17
Si 0.286 0.057 -0.009 0.33
H -0.285 0.144 -1.326 -0.06
H 0.461 -1.293 0.606 -0.04
H -0.188 1.215 0.782 -0.05


Which one sits at the bottom of the stability order? w does.